Computed, not measured: a molecular structure, C29H29Br2IrN5O6 at a distorted geometry, with ωB97M-V with the def2-TZVPD basis set.

Last column: Löwdin spin population.
Positions of all 72 atoms, in Å:
Ir: 1.22 0.35 -0.67  1.456
O: -2.31 -1.20 -1.04  0.004
C: -1.77 -2.51 -1.09  0.002
C: -0.13 -2.55 -0.99  0.012
O: 0.47 -3.54 -1.30  0.009
O: 0.45 -1.44 -0.28  0.197
C: -2.25 -3.13 -2.45  0.000
C: -1.93 -4.43 -2.84  0.000
C: -2.38 -4.95 -4.04  0.000
C: -3.26 -4.20 -4.85  0.000
C: -3.63 -2.94 -4.44  0.000
C: -3.09 -2.37 -3.26  0.001
C: -2.36 -3.17 0.18  0.000
C: -1.83 -4.40 0.64  0.000
C: -2.03 -4.87 1.93  0.000
C: -2.90 -4.21 2.78  0.000
C: -3.60 -3.11 2.29  0.000
C: -3.34 -2.57 1.01  0.000
H: -1.83 -0.60 -1.64  0.001
H: -1.24 -4.98 -2.19  0.000
H: -2.03 -5.94 -4.41  0.000
H: -3.59 -4.58 -5.81  0.000
H: -4.25 -2.34 -5.11  0.000
H: -3.29 -1.35 -3.06  0.000
H: -1.16 -4.96 -0.02  0.000
H: -1.59 -5.78 2.28  0.000
H: -3.02 -4.57 3.81  0.000
H: -4.32 -2.57 2.92  0.000
H: -3.80 -1.64 0.71  0.000
N: 0.79 0.42 1.42  0.155
C: -0.65 0.66 1.75  0.011
C: -0.88 1.29 3.17  0.007
C: -0.02 2.54 3.40  0.001
C: -0.81 3.89 3.36  0.000
N: -1.24 4.24 1.99  0.000
C: -0.43 4.83 1.14  0.000
N: -0.77 4.87 -0.18  0.000
N: 0.70 5.40 1.57  0.000
C: -1.24 1.32 0.52  0.006
O: -2.23 2.10 0.55  0.008
O: -0.72 0.99 -0.64  0.038
H: 1.11 -0.46 1.81  0.003
H: 1.33 1.15 1.85  0.002
H: -1.09 -0.34 1.71  0.000
H: -0.70 0.51 3.89  0.000
H: -1.95 1.54 3.29  0.001
H: 0.73 2.62 2.59  0.000
H: 0.57 2.48 4.35  0.000
H: -0.19 4.67 3.82  0.000
H: -1.75 3.80 3.96  0.000
H: -2.05 3.71 1.67  0.000
H: -1.42 4.15 -0.42  0.000
H: 0.03 4.93 -0.81  0.000
H: 0.84 5.51 2.57  0.000
H: 1.29 5.91 0.89  0.001
Br: 2.60 5.18 -1.77  0.036
C: 3.56 3.57 -1.49  0.190
C: 4.95 3.55 -1.64  0.056
C: 5.63 2.35 -1.40  0.289
Br: 7.44 2.58 -0.92  0.087
C: 5.01 1.11 -1.21  0.025
C: 5.77 -0.08 -1.00  0.246
C: 5.04 -1.22 -0.69  0.121
C: 3.67 -1.18 -0.57  0.175
N: 2.98 -0.04 -0.74  0.283
C: 3.60 1.18 -1.03  0.085
C: 2.84 2.40 -1.13  0.215
O: 1.54 2.35 -0.88  0.252
H: 5.50 4.48 -1.81  0.000
H: 6.85 -0.11 -1.09  0.013
H: 5.49 -2.21 -0.53  0.003
H: 3.09 -2.09 -0.39  0.007

Summary:
Electronic energy ... -193194.2046 eV
Spin multiplicity ... 5
<S²> ... 6.04
HOMO (spin up / spin down) ... -8.704 / -10.615 eV
Total charge ... +1
Lowest unoccupied orbital energy (spin up / spin down) ... -0.09196 / -0.21306 Eh
HOMO-LUMO gap (spin up / spin down) ... 0.2279 / 0.1771 hartree